No. 1
{"formula": "C35H33ClCoN4Si2", "method": "ωB97M-V with the def2-TZVPD basis set", "orbital_gap_ev": [5.78, 6.36], "s2": 3.82, "multiplicity": 4, "lumo_ev": [0.019, -0.530], "e_above_lowest_kj_mol": 8.9, "e_homo_ha": [-0.212, -0.253], "charge": 0, "fmax_ev_per_a": 3.2, "elements": ["C", "C", "C", "H", "C", "C", "H", "H", "H", "H", "Co", "Si", "C", "C", "H", "C", "H", "C", "H", "C", "H", "C", "H", "C", "C", "H", "C", "H", "C", "H", "C", "H", "C", "H", "H", "Si", "C", "C", "H", "C", "H", "C", "H", "C", "H", "C", "H", "C", "C", "H", "C", "H", "C", "H", "C", "H", "C", "H", "H", "Cl", "N", "C", "C", "N", "C", "C", "N", "C", "C", "N", "H", "H", "H", "H", "H", "H"], "coordinates": [[-3.064, -0.925, 3.317], [-3.521, -0.273, 2.134], [-3.341, -1.180, 1.051], [-4.020, 0.693, 2.084], [-2.644, -2.333, 1.530], [-2.528, -2.194, 2.953], [-2.207, -2.973, 3.641], [-3.193, -0.557, 4.336], [-3.717, -1.035, 0.043], [-2.321, -3.185, 0.934], [-1.574, -0.751, 1.919], [-0.707, -0.852, -0.896], [-0.547, 0.642, -2.053], [0.570, 0.807, -2.880], [1.427, 0.133, -2.789], [0.618, 1.854, -3.805], [1.515, 2.008, -4.408], [-0.481, 2.696, -3.978], [-0.457, 3.491, -4.724], [-1.622, 2.500, -3.194], [-2.489, 3.148, -3.329], [-1.649, 1.487, -2.235], [-2.534, 1.359, -1.607], [-0.576, -2.156, -2.321], [-1.696, -2.361, -3.144], [-2.678, -2.022, -2.814], [-1.560, -2.915, -4.423], [-2.430, -2.973, -5.082], [-0.309, -3.352, -4.864], [-0.194, -3.761, -5.869], [0.794, -3.258, -4.013], [1.778, -3.606, -4.336], [0.651, -2.683, -2.740], [1.519, -2.615, -2.084], [-2.173, -0.881, -0.849], [2.705, 1.116, 0.027], [2.209, -0.665, -0.223], [0.901, -1.206, 0.214], [0.519, -0.604, 1.068], [0.848, -2.659, 0.451], [-0.135, -3.092, 0.673], [1.997, -3.422, 0.463], [1.968, -4.437, 0.851], [3.222, -2.891, 0.032], [4.120, -3.511, 0.034], [3.289, -1.546, -0.361], [4.242, -1.143, -0.728], [1.568, 2.551, -0.301], [0.249, 2.558, 0.159], [-0.155, 1.669, 0.632], [-0.577, 3.663, -0.022], [-1.598, 3.641, 0.374], [-0.112, 4.775, -0.721], [-0.771, 5.634, -0.865], [1.192, 4.766, -1.229], [1.557, 5.622, -1.800], [2.031, 3.670, -1.006], [3.055, 3.662, -1.382], [3.812, 1.296, -0.805], [3.327, 1.435, 1.983], [0.277, 2.326, 3.820], [-0.793, 3.126, 3.460], [-1.672, 2.329, 2.777], [-1.123, 1.056, 2.643], [0.053, 1.070, 3.340], [0.709, -0.190, 3.533], [0.084, -1.303, 3.055], [0.880, -2.386, 3.428], [1.998, -1.924, 4.069], [1.861, -0.550, 4.170], [1.102, 2.608, 4.350], [-0.862, 4.161, 3.733], [-2.635, 2.588, 2.367], [0.624, -3.409, 3.202], [2.868, -2.449, 4.433], [2.523, 0.088, 4.597]]}

No. 2
{"formula": "OS", "method": "ωB97M-V with the def2-TZVPD basis set", "orbital_gap_ev": 6.42, "smiles": "O=S", "multiplicity": 1, "lumo_ev": -2.484, "e_above_lowest_kj_mol": 3.7, "e_homo_ha": -0.327, "charge": 0, "fmax_ev_per_a": 2.0, "elements": ["O", "S"], "coordinates": [[0.000, 0.000, -0.759], [0.000, 0.000, 0.759]]}

No. 3
{"formula": "C19H15ClN2O3S", "method": "ωB97M-V with the def2-TZVPD basis set", "orbital_gap_ev": 7.79, "multiplicity": 1, "lumo_ev": -0.503, "e_above_lowest_kj_mol": 1287.5, "e_homo_ha": -0.305, "charge": 0, "fmax_ev_per_a": 12.7, "elements": ["C", "C", "C", "C", "O", "N", "C", "N", "S", "C", "C", "O", "C", "C", "C", "C", "C", "C", "H", "H", "H", "H", "H", "H", "H", "H", "O", "C", "C", "C", "C", "C", "C", "H", "H", "Cl", "H", "H", "H", "H", "H"], "coordinates": [[1.916, 1.089, 1.283], [1.111, 0.254, 0.483], [0.616, -0.880, 0.998], [-0.306, -1.773, 0.386], [-0.885, -2.631, 0.947], [-0.484, -1.473, -0.865], [0.017, -0.438, -1.348], [1.063, 0.469, -0.699], [0.014, -0.011, -3.092], [0.906, 1.534, -3.376], [0.206, 2.507, -3.975], [0.532, 3.133, -4.878], [-1.073, 3.215, -2.896], [-2.101, 3.659, -3.765], [-3.133, 4.165, -2.908], [-3.395, 3.765, -1.568], [-2.376, 3.316, -0.882], [-1.209, 2.792, -1.628], [-0.212, 2.428, -1.266], [-2.342, 2.968, 0.064], [-4.080, 4.190, -0.976], [-4.093, 4.382, -3.501], [-2.027, 3.791, -4.834], [1.297, 1.515, -2.461], [1.978, 1.288, -4.176], [-1.010, -1.954, -1.602], [0.628, -1.085, 2.620], [0.981, -2.501, 2.825], [1.472, -3.539, 2.282], [1.644, -4.697, 2.757], [1.318, -5.004, 3.961], [0.638, -3.963, 4.832], [0.371, -2.766, 4.161], [-0.204, -1.936, 4.867], [0.118, -4.244, 5.799], [1.503, -6.648, 4.523], [2.394, -5.358, 2.250], [1.769, -3.359, 1.171], [1.400, 1.883, 1.676], [2.454, 0.409, 2.164], [2.583, 1.510, 0.649]]}

No. 4
{"formula": "C8H28AlB3O4S2", "method": "ωB97M-V with the def2-TZVPD basis set", "orbital_gap_ev": 1.90, "multiplicity": 1, "lumo_ev": -7.489, "e_above_lowest_kj_mol": 908.3, "e_homo_ha": -0.345, "charge": 0, "fmax_ev_per_a": 5.5, "elements": ["Al", "B", "H", "H", "H", "H", "B", "H", "H", "H", "H", "B", "H", "H", "H", "H", "C", "C", "C", "S", "O", "O", "C", "H", "H", "H", "H", "H", "H", "H", "H", "C", "C", "C", "S", "O", "O", "C", "H", "H", "H", "H", "H", "H", "H", "H"], "coordinates": [[-1.199, 0.934, -0.325], [0.062, 3.370, 2.659], [-0.011, 4.046, 1.822], [-0.929, 2.950, 2.739], [0.794, 2.600, 2.474], [0.231, 3.996, 3.522], [-3.830, -2.178, -2.419], [-4.447, -1.325, -2.657], [-4.332, -3.113, -2.618], [-2.912, -2.147, -2.985], [-3.497, -2.090, -1.397], [-1.204, 1.939, -4.174], [-1.348, 2.121, -5.228], [-0.365, 1.281, -4.006], [-1.015, 2.777, -3.522], [-2.091, 1.444, -3.811], [-1.606, 1.304, 6.981], [-0.530, 0.327, 6.741], [-1.066, -0.962, 6.091], [-2.619, -0.455, 5.197], [-3.796, -1.258, 5.690], [-2.467, -0.295, 3.739], [-2.699, 1.258, 5.953], [-1.257, 2.306, 7.227], [-2.183, 1.067, 7.876], [-0.068, -0.010, 7.669], [0.330, 0.807, 6.274], [-1.404, -1.660, 6.857], [-0.456, -1.607, 5.459], [-3.721, 1.296, 6.329], [-2.557, 2.060, 5.228], [4.589, -0.762, -5.193], [3.195, -0.523, -5.773], [2.290, -1.696, -5.497], [2.663, -2.206, -3.833], [2.620, -3.700, -3.897], [1.985, -1.332, -2.812], [4.554, -1.671, -4.028], [4.853, 0.277, -4.993], [5.310, -1.167, -5.902], [3.436, -0.539, -6.836], [2.791, 0.426, -5.420], [2.590, -2.468, -6.206], [1.224, -1.539, -5.660], [5.012, -2.652, -4.155], [5.082, -1.230, -3.182]]}

No. 5
{"formula": "C3H9NO2", "method": "ωB97M-V with the def2-TZVPD basis set", "orbital_gap_ev": [8.38, 3.48], "s2": 0.76, "multiplicity": 2, "lumo_ev": [-4.951, -9.790], "e_above_lowest_kj_mol": 171.7, "e_homo_ha": [-0.490, -0.488], "charge": 1, "fmax_ev_per_a": 3.5, "elements": ["C", "O", "H", "H", "H", "H", "C", "C", "O", "N", "H", "H", "H", "H", "H"], "coordinates": [[-0.990, 1.999, -1.654], [-2.312, 1.517, -1.577], [-2.444, 0.711, -2.083], [-0.677, 2.649, -0.834], [-0.289, 1.171, -1.805], [-0.954, 2.684, -2.510], [-0.017, -1.264, 0.558], [1.101, -0.624, 1.358], [1.241, 0.583, 1.504], [1.840, -1.523, 2.068], [-0.085, -0.881, -0.461], [-1.010, -0.900, 0.870], [2.823, -1.312, 2.211], [1.845, -2.469, 1.689], [-0.070, -2.339, 0.665]]}

No. 6
{"formula": "C4H8O2", "method": "ωB97M-V with the def2-TZVPD basis set", "orbital_gap_ev": [7.64, 8.38], "multiplicity": 1, "lumo_ev": [-0.134, 0.244], "e_above_lowest_kj_mol": 466.5, "e_homo_ha": [-0.286, -0.299], "charge": 0, "fmax_ev_per_a": 2.7, "elements": ["C", "C", "C", "C", "O", "O", "H", "H", "H", "H", "H", "H", "H", "H"], "coordinates": [[0.498, -0.565, 0.213], [1.365, -0.879, -0.940], [-0.540, 0.401, 0.201], [-1.598, -0.292, 0.821], [0.397, 1.472, 1.228], [-0.754, 1.064, -0.993], [0.775, 2.175, 0.676], [-1.576, 1.562, -0.912], [0.712, -1.050, 1.155], [2.414, -0.825, -0.637], [1.191, -1.912, -1.265], [1.195, -0.208, -1.780], [-1.470, -0.752, 1.788], [-2.608, -0.191, 0.446]]}

No. 7
{"formula": "C3H7NO", "method": "ωB97M-V with the def2-TZVPD basis set", "orbital_gap_ev": 10.74, "smiles": "OC[C@@H]1CN1", "multiplicity": 1, "lumo_ev": 0.941, "e_above_lowest_kj_mol": 248.2, "e_homo_ha": -0.360, "charge": 0, "fmax_ev_per_a": 3.5, "elements": ["C", "C", "C", "H", "H", "H", "H", "H", "H", "H", "N", "O"], "coordinates": [[0.494, 0.885, -0.572], [0.186, -0.231, 0.377], [-1.153, -0.773, 0.399], [1.910, 0.180, -1.922], [-0.312, 1.494, -0.860], [1.327, 1.534, -0.170], [0.919, -1.073, 0.518], [-1.264, -1.797, 0.707], [-1.862, -0.392, -0.392], [-0.465, -0.307, 2.291], [-0.679, 0.191, 1.443], [0.899, 0.289, -1.820]]}

No. 8
{"formula": "C5H11NO", "method": "ωB97M-V with the def2-TZVPD basis set", "orbital_gap_ev": 10.61, "smiles": "C[C@H]1CN1CCO", "multiplicity": 1, "lumo_ev": 1.123, "e_above_lowest_kj_mol": 192.7, "e_homo_ha": -0.348, "charge": 0, "fmax_ev_per_a": 0.4, "elements": ["C", "C", "C", "N", "C", "C", "O", "H", "H", "H", "H", "H", "H", "H", "H", "H", "H", "H"], "coordinates": [[1.978, 0.185, -1.400], [1.067, -0.536, -0.437], [1.277, -0.405, 1.022], [0.130, 0.225, 0.385], [-1.147, -0.419, 0.698], [-2.287, 0.352, 0.049], [-2.256, 1.700, 0.450], [1.563, 0.229, -2.412], [2.940, -0.339, -1.452], [2.165, 1.207, -1.056], [0.691, -1.500, -0.786], [2.042, 0.277, 1.389], [1.084, -1.267, 1.659], [-1.165, -1.480, 0.396], [-1.280, -0.376, 1.786], [-2.232, 0.256, -1.048], [-3.246, -0.066, 0.374], [-1.323, 1.958, 0.384]]}